1.
{"formula": "C33H61Cl4F3N2O16PtS2", "method": "ωB97M-V with the def2-TZVPD basis set", "homo_lumo_gap_ev": [5.131, 3.449], "mol_weight_g_mol": 1199.9, "spin_multiplicity": 3, "charge": 2, "lumo_energy_ev": [-6.4, -8.1], "e_tot_ha": -5662.8068, "elements": ["C", "C", "C", "N", "C", "C", "C", "C", "C", "C", "H", "H", "H", "H", "H", "H", "H", "H", "H", "H", "H", "H", "H", "H", "H", "H", "H", "H", "H", "H", "Pt", "N", "S", "O", "O", "F", "S", "O", "O", "F", "C", "Cl", "Cl", "H", "H", "C", "Cl", "Cl", "H", "H", "C", "C", "O", "C", "O", "O", "C", "H", "H", "H", "H", "H", "H", "H", "H", "C", "C", "O", "C", "O", "O", "C", "H", "H", "H", "H", "H", "H", "H", "H", "C", "C", "O", "C", "O", "O", "C", "H", "H", "H", "H", "H", "H", "H", "H", "C", "C", "O", "C", "O", "O", "C", "H", "H", "H", "H", "H", "H", "H", "H", "F", "C", "C", "C", "C", "C", "C", "H", "H", "H", "H", "H"], "positions_angstrom": [[-3.61, 3.82, -3.02], [-2.23, 4.46, -2.92], [-1.16, 3.54, -3.44], [0.26, 4.03, -3.27], [1.23, 2.92, -3.72], [2.67, 3.33, -3.97], [2.73, 4.59, -4.82], [1.89, 5.69, -4.23], [0.44, 5.30, -4.10], [0.56, 4.35, -1.85], [-3.99, 3.82, -4.04], [-4.27, 4.49, -2.46], [-3.67, 2.84, -2.55], [-2.07, 4.62, -1.85], [-2.21, 5.45, -3.39], [-1.26, 3.34, -4.51], [-1.14, 2.57, -2.95], [0.76, 2.53, -4.63], [1.07, 2.20, -2.92], [3.14, 2.49, -4.48], [3.16, 3.46, -3.00], [2.47, 4.31, -5.85], [3.74, 4.99, -4.96], [1.99, 6.61, -4.81], [2.28, 6.00, -3.26], [-0.09, 5.17, -5.04], [-0.06, 6.06, -3.50], [0.18, 5.34, -1.60], [1.64, 4.39, -1.75], [0.21, 3.59, -1.16], [3.22, -0.77, 3.21], [-0.06, 0.50, 0.24], [-0.75, -0.68, -0.52], [-2.17, -0.65, -0.43], [-0.14, -1.97, -0.48], [-0.45, -0.22, -2.00], [-0.01, -0.02, 1.78], [1.33, -0.11, 2.27], [-0.96, -0.98, 2.19], [-0.50, 1.30, 2.43], [-2.94, -3.28, 2.08], [-3.31, -4.95, 1.64], [-4.34, -2.20, 1.86], [-2.61, -3.27, 3.11], [-2.23, -2.85, 1.39], [-3.22, 2.32, 1.03], [-4.77, 2.61, 0.27], [-2.70, 3.67, 2.09], [-3.16, 1.38, 1.57], [-2.43, 2.28, 0.27], [0.65, -5.84, 0.75], [0.92, -4.50, 1.40], [1.33, -4.72, 2.79], [1.85, -3.72, 3.42], [2.10, -2.63, 2.92], [2.04, -3.95, 4.68], [2.06, -5.29, 5.18], [0.57, -5.81, -0.33], [-0.24, -6.32, 1.16], [1.48, -6.49, 1.07], [0.05, -3.86, 1.42], [1.74, -4.03, 0.85], [2.80, -5.89, 4.66], [1.08, -5.77, 5.07], [2.28, -5.29, 6.25], [0.95, 4.69, 3.90], [1.00, 3.45, 4.75], [1.67, 2.37, 4.04], [2.95, 2.30, 3.94], [3.49, 1.42, 3.27], [3.61, 3.17, 4.66], [5.05, 3.10, 4.66], [0.59, 5.56, 4.44], [0.33, 4.49, 3.02], [1.94, 4.93, 3.50], [0.00, 3.11, 4.99], [1.55, 3.58, 5.68], [5.47, 3.91, 5.24], [5.37, 3.33, 3.64], [5.40, 2.12, 4.98], [1.75, -4.43, -8.69], [1.77, -3.09, -7.99], [1.77, -3.33, -6.58], [1.67, -2.25, -5.82], [1.51, -1.11, -6.18], [1.89, -2.64, -4.56], [1.77, -1.64, -3.59], [1.80, -4.27, -9.77], [0.81, -4.94, -8.49], [2.57, -5.07, -8.38], [0.86, -2.54, -8.24], [2.61, -2.50, -8.37], [1.88, -2.07, -2.59], [0.82, -1.11, -3.66], [2.56, -0.90, -3.72], [1.02, -3.06, 8.29], [1.64, -2.06, 7.35], [0.58, -1.45, 6.57], [0.86, -0.65, 5.59], [1.95, -0.52, 5.03], [-0.17, -0.01, 5.14], [-1.42, -0.06, 5.86], [0.72, -3.94, 7.72], [0.12, -2.66, 8.76], [1.69, -3.40, 9.08], [2.38, -2.57, 6.73], [2.27, -1.28, 7.77], [-1.28, 0.46, 6.81], [-1.83, -1.05, 5.98], [-2.13, 0.53, 5.27], [-6.10, -0.80, -4.39], [-5.73, -1.76, -3.51], [-6.31, -3.01, -3.61], [-5.98, -3.98, -2.68], [-5.09, -3.66, -1.66], [-4.49, -2.42, -1.60], [-4.82, -1.44, -2.53], [-7.06, -3.15, -4.38], [-6.41, -4.97, -2.75], [-4.79, -4.45, -0.98], [-3.80, -2.18, -0.80], [-4.44, -0.43, -2.40]], "mulliken_spin": [0.000, 0.000, 0.000, 0.000, 0.000, 0.000, 0.000, 0.000, 0.000, 0.001, 0.000, 0.000, 0.000, 0.000, 0.000, 0.000, 0.000, 0.000, 0.000, 0.000, 0.000, 0.000, 0.000, 0.000, 0.000, 0.000, 0.000, 0.000, 0.000, 0.000, 1.573, 0.008, 0.000, 0.001, -0.001, 0.001, 0.018, 0.104, -0.001, 0.003, 0.000, 0.000, 0.000, 0.000, 0.000, 0.000, 0.000, 0.000, 0.000, 0.000, 0.000, 0.001, 0.003, -0.008, 0.092, 0.002, 0.000, 0.000, 0.000, 0.000, 0.000, 0.000, 0.000, 0.000, 0.000, 0.000, -0.001, 0.004, 0.021, 0.050, 0.004, 0.000, 0.000, 0.000, 0.000, 0.000, 0.000, 0.000, 0.000, 0.000, 0.000, 0.000, 0.000, 0.000, 0.000, 0.000, 0.000, 0.000, 0.000, 0.000, 0.000, 0.000, 0.000, 0.000, 0.000, -0.001, -0.001, 0.008, 0.030, 0.084, 0.005, -0.001, 0.000, 0.000, 0.000, 0.001, 0.000, 0.000, 0.000, 0.000, 0.000, 0.000, 0.000, 0.000, 0.000, 0.000, 0.000, 0.000, 0.000, 0.000, 0.000, 0.000]}

---

2.
{"formula": "C33H61I2N5OPSbSi3Y", "method": "ωB97M-V with the def2-TZVPD basis set", "homo_lumo_gap_ev": 7.360, "de_lowest_kj_mol": 0.0, "mol_weight_g_mol": 1123.6, "charge": 1, "lumo_energy_ev": -2.8, "e_tot_ha": -3726.9716, "elements": ["Y", "I", "C", "C", "C", "I", "C", "C", "C", "C", "N", "C", "C", "O", "H", "H", "H", "H", "N", "P", "N", "C", "C", "C", "C", "C", "N", "C", "C", "C", "C", "C", "N", "C", "C", "C", "C", "C", "H", "H", "H", "H", "H", "H", "H", "H", "H", "H", "H", "H", "H", "H", "H", "H", "H", "H", "H", "H", "H", "H", "H", "H", "H", "H", "H", "H", "H", "H", "C", "Si", "C", "C", "Sb", "Si", "C", "C", "C", "Si", "C", "C", "C", "H", "H", "H", "H", "H", "H", "H", "H", "H", "H", "H", "H", "H", "H", "H", "H", "H", "H", "H", "H", "H", "H", "H", "H", "H", "H", "H"], "positions_angstrom": [[-0.01, -0.31, 0.72], [-2.07, -5.16, -0.17], [-2.09, -4.08, 1.60], [-2.72, -4.63, 2.74], [-2.75, -3.95, 3.93], [-3.69, -4.83, 5.56], [-2.13, -2.67, 4.03], [-2.12, -1.87, 5.19], [-1.52, -0.64, 5.18], [-0.91, -0.19, 4.00], [-0.89, -0.91, 2.90], [-1.51, -2.14, 2.88], [-1.48, -2.84, 1.63], [-0.89, -2.29, 0.60], [-3.18, -5.60, 2.66], [-2.59, -2.24, 6.09], [-1.51, -0.02, 6.06], [-0.44, 0.78, 3.96], [-0.91, 1.54, 0.37], [-1.82, 1.66, -0.88], [-2.70, 3.05, -0.91], [-2.52, 4.12, 0.07], [-3.87, 4.71, 0.43], [-4.52, 5.37, -0.80], [-4.04, 4.72, -2.10], [-3.77, 3.24, -1.90], [-2.82, 0.32, -1.06], [-3.69, 0.01, 0.08], [-4.28, -1.38, -0.09], [-5.22, -1.43, -1.30], [-4.82, -0.39, -2.35], [-3.31, -0.19, -2.36], [-1.01, 1.63, -2.37], [-0.14, 0.46, -2.52], [0.33, 0.31, -3.96], [1.04, 1.58, -4.42], [0.15, 2.80, -4.18], [-0.31, 2.86, -2.74], [-1.86, 4.90, -0.33], [-2.02, 3.69, 0.94], [-3.76, 5.44, 1.24], [-4.51, 3.91, 0.81], [-4.28, 6.44, -0.82], [-5.61, 5.30, -0.73], [-3.12, 5.20, -2.45], [-4.78, 4.85, -2.90], [-3.46, 2.77, -2.85], [-4.69, 2.73, -1.58], [-4.49, 0.76, 0.17], [-3.10, 0.08, 1.00], [-4.81, -1.67, 0.83], [-3.46, -2.08, -0.21], [-6.25, -1.26, -0.99], [-5.19, -2.44, -1.73], [-5.30, 0.56, -2.15], [-5.14, -0.70, -3.34], [-3.02, 0.51, -3.15], [-2.82, -1.14, -2.58], [-0.69, -0.44, -2.22], [0.76, 0.56, -1.87], [-0.55, 0.13, -4.59], [0.98, -0.56, -4.05], [1.33, 1.50, -5.47], [1.97, 1.70, -3.84], [-0.72, 2.74, -4.83], [0.69, 3.71, -4.43], [-0.98, 3.70, -2.58], [0.56, 3.01, -2.08], [4.32, 2.03, -1.10], [4.58, 0.18, -1.15], [6.34, -0.30, -0.80], [3.99, -0.55, -2.77], [3.06, -0.78, 0.66], [3.05, -3.35, 0.41], [4.80, -3.97, 0.29], [2.14, -4.04, 1.88], [2.07, -3.67, -1.15], [3.93, -0.09, 2.97], [3.16, -1.24, 4.22], [5.80, -0.16, 3.05], [3.31, 1.66, 3.21], [4.91, 2.52, -1.89], [4.62, 2.45, -0.15], [3.27, 2.29, -1.27], [7.00, 0.06, -1.60], [6.45, -1.38, -0.74], [6.70, 0.13, 0.14], [4.54, -0.10, -3.60], [2.92, -0.35, -2.93], [4.15, -1.62, -2.80], [5.38, -3.70, 1.17], [5.31, -3.56, -0.59], [4.81, -5.06, 0.19], [2.65, -3.85, 2.83], [2.02, -5.12, 1.77], [1.13, -3.61, 1.94], [2.47, -3.14, -2.02], [1.03, -3.37, -1.00], [2.07, -4.74, -1.38], [3.60, -2.24, 4.17], [2.08, -1.34, 4.08], [3.33, -0.86, 5.23], [6.18, -1.13, 2.75], [6.13, 0.04, 4.07], [6.24, 0.60, 2.40], [2.22, 1.70, 3.20], [3.67, 2.32, 2.42], [3.65, 2.05, 4.17]], "mulliken_charge": [-0.477, 0.044, -0.057, -0.304, -0.273, 0.101, 1.048, -0.796, -1.160, -0.723, 0.889, -0.126, 0.212, -0.572, 0.429, 0.225, 0.450, 0.538, -0.922, -0.654, 1.040, -0.789, -0.789, -0.579, -1.026, -0.374, 1.257, -1.156, -0.254, -0.842, -0.912, -0.594, 0.774, 0.105, -1.405, -0.491, -1.136, -0.192, 0.293, 0.477, 0.403, 0.255, 0.395, 0.292, 0.307, 0.431, 0.419, 0.125, 0.215, 0.608, 0.678, -0.272, 0.345, 0.336, 0.142, 0.504, 0.503, 0.375, 0.446, -0.348, 0.487, 0.425, 0.493, 0.047, 0.313, 0.454, 0.166, 0.179, -0.846, 0.508, -0.998, -0.540, -0.004, 0.439, -1.070, -0.582, -0.571, 0.498, -0.851, -1.087, -0.922, 0.407, 0.333, 0.101, 0.389, 0.224, 0.259, 0.412, -0.255, 0.363, 0.322, 0.253, 0.375, 0.278, 0.441, -0.141, 0.215, -0.086, 0.417, 0.283, 0.151, 0.405, 0.320, 0.392, 0.283, 0.181, 0.283, 0.420]}